No. 1
# F6IMnN3O12S6

F6IMnN3O12S6 as an isolated structure (ωB97M-V with the def2-TZVPD basis set, OMol25).

Structure (ORCA input):
```
! RIJCOSX wB97M-V def2-TZVPD def2/J DEFGRID3
* xyz -2 6
Mn 0.33 -2.07 -0.30
N -2.97 -1.14 -2.18
S -4.51 -1.09 -1.83
O -5.22 -2.28 -2.29
O -5.17 0.14 -1.60
F -4.08 -1.54 -0.27
S -3.26 -0.34 -3.73
O -2.92 1.03 -3.77
O -4.18 -0.91 -4.74
F -1.85 -0.83 -4.38
N 2.66 4.70 -0.83
S 2.54 3.35 -1.91
O 2.26 3.68 -3.28
O 2.05 2.05 -1.41
F 4.10 3.17 -1.85
S 1.08 4.76 -0.90
O 0.26 3.81 -0.14
O 0.53 5.27 -2.12
F 0.91 6.01 0.14
N 1.21 -2.27 3.45
S 0.93 -3.47 4.63
O -0.26 -3.40 5.51
O 2.13 -4.18 5.14
F 0.48 -4.56 3.46
S 2.22 -1.54 4.38
O 3.61 -2.08 4.37
O 1.78 -0.73 5.50
F 2.42 -0.27 3.36
I 2.94 -5.27 -2.41
*
```

Summary:
E_HOMO (spin up / spin down)   -0.192 / -0.192 Eh
Molar mass   722.2 g/mol
Frontier orbital gap (spin up / spin down)   0.1041 / 0.1187 Ha
LUMO level (spin up / spin down)   -0.088 / -0.073 Ha
Strongest force on any atom   9.7 eV Å⁻¹
Energy above the lowest of the compared OMol25 structures with the same formula, charge and spin   229.9 kcal per mole

Electronic structure analysis, Löwdin charges in units of e:
1 Mn 1.300
2 N -0.296
3 S 0.441
4 O -0.310
5 O -0.263
6 F -0.295
7 S 0.568
8 O -0.265
9 O -0.302
10 F -0.258
11 N -0.238
12 S 0.517
13 O -0.289
14 O -0.337
15 F -0.207
16 S 0.429
17 O -0.322
18 O -0.297
19 F -0.255
20 N -0.306
21 S 0.619
22 O -0.306
23 O -0.307
24 F -0.273
25 S 0.457
26 O -0.326
27 O -0.290
28 F -0.255
29 I -0.334


No. 2
# F6Sr3

F6Sr3 as an isolated structure (ωB97M-V with the def2-TZVPD basis set, OMol25).

Structure (ORCA input):
```
! RIJCOSX wB97M-V def2-TZVPD def2/J DEFGRID3
* xyz 0 1
Sr -8.97 -12.80 3.49
Sr -5.55 -15.49 3.79
Sr -4.65 -12.74 6.01
F -5.56 -15.07 6.30
F -6.77 -13.98 1.92
F -6.70 -13.08 4.65
F -4.03 -13.23 3.68
F -5.62 -10.46 5.17
F -8.74 -12.62 6.73
*
```

Summary:
E_HOMO   -0.279 Eh
Molar mass   376.8 g/mol
Frontier orbital gap   0.2072 Ha
LUMO level   -0.072 Ha
Strongest force on any atom   4.5 eV Å⁻¹

Electronic structure analysis, Löwdin charges in units of e:
1 Sr 1.630
2 Sr 1.560
3 Sr 1.546
4 F -0.793
5 F -0.771
6 F -0.799
7 F -0.765
8 F -0.803
9 F -0.806


No. 3
# F8IN4O16S8V

F8IN4O16S8V as an isolated structure (ωB97M-V with the def2-TZVPD basis set, OMol25).

Structure (ORCA input):
```
! RIJCOSX wB97M-V def2-TZVPD def2/J DEFGRID3
* xyz -2 3
V -4.08 3.71 11.82
I -2.72 1.47 11.32
N -5.61 3.54 10.46
S -6.40 2.57 9.31
O -6.43 3.06 7.98
O -7.50 1.81 9.77
F -5.20 1.54 9.20
S -6.68 4.72 10.36
O -7.93 4.50 10.97
O -6.56 5.58 9.25
F -5.94 5.56 11.54
N -5.32 3.50 13.37
S -6.16 2.05 13.85
O -7.53 2.18 14.13
O -5.31 1.10 14.46
F -6.14 1.52 12.35
S -5.90 4.50 14.48
O -5.48 4.15 15.79
O -7.19 5.02 14.25
F -4.94 5.71 14.11
N -0.84 3.08 15.38
S -1.82 2.42 16.50
O -2.96 1.77 15.95
O -1.93 3.07 17.76
F -0.83 1.20 16.82
S -1.76 4.18 14.74
O -2.24 5.16 15.65
O -2.63 3.75 13.66
F -0.61 4.96 13.98
N -3.06 5.32 11.19
S -2.44 6.84 11.87
O -3.27 7.95 11.60
O -1.03 6.92 11.76
F -2.69 6.55 13.36
S -2.70 5.73 9.67
O -1.39 5.54 9.16
O -3.49 6.78 9.12
F -3.49 4.49 9.00
*
```

Summary:
E_HOMO (spin up / spin down)   -0.165 / -0.170 Eh
Molar mass   898.4 g/mol
Frontier orbital gap (spin up / spin down)   0.2646 / 0.3030 Ha
LUMO level (spin up / spin down)   0.100 / 0.133 Ha
Strongest force on any atom   6.0 eV Å⁻¹
Energy above the lowest of the compared OMol25 structures with the same formula, charge and spin   15.5 kcal per mole

Electronic structure analysis, Löwdin charges in units of e:
1 V 0.555
2 I 0.381
3 N -0.380
4 S 0.510
5 O -0.233
6 O -0.228
7 F -0.231
8 S 0.464
9 O -0.213
10 O -0.212
11 F -0.215
12 N -0.380
13 S 0.562
14 O -0.215
15 O -0.224
16 F -0.223
17 S 0.465
18 O -0.222
19 O -0.233
20 F -0.172
21 N -0.272
22 S 0.493
23 O -0.273
24 O -0.275
25 F -0.215
26 S 0.467
27 O -0.256
28 O -0.429
29 F -0.174
30 N -0.352
31 S 0.541
32 O -0.218
33 O -0.219
34 F -0.149
35 S 0.466
36 O -0.234
37 O -0.242
38 F -0.216


No. 4
# FFeH10O5

FFeH10O5 as an isolated structure (ωB97M-V with the def2-TZVPD basis set, OMol25).

Structure (ORCA input):
```
! RIJCOSX wB97M-V def2-TZVPD def2/J DEFGRID3
* xyz 1 5
Fe 1.02 2.65 0.45
F -0.08 0.90 0.19
O -0.79 -1.86 -0.28
H -1.29 -1.92 -1.09
H -0.54 -0.94 -0.21
O -2.27 0.97 -1.61
H -1.69 1.16 -0.87
H -2.12 0.04 -1.80
O -2.33 -0.14 1.39
H -1.44 0.06 1.10
H -2.25 -1.01 1.79
O 1.62 -1.52 1.23
H 0.91 -1.56 0.59
H 2.41 -1.39 0.70
O 2.63 1.74 -0.46
H 2.70 0.79 -0.52
H 3.52 2.05 -0.59
*
```

Summary:
E_HOMO (spin up / spin down)   -0.493 / -0.493 Eh
Molar mass   164.9 g/mol
Frontier orbital gap (spin up / spin down)   0.2051 / 0.1966 Ha
LUMO level (spin up / spin down)   -0.288 / -0.297 Ha
Strongest force on any atom   4.0 eV Å⁻¹
Energy above the lowest of the compared OMol25 structures with the same formula, charge and spin   120.9 kcal per mole

Electronic structure analysis, Löwdin charges in units of e:
1 Fe 1.387
2 F -0.429
3 O -0.029
4 H 0.061
5 H -0.030
6 O -0.040
7 H -0.033
8 H 0.020
9 O -0.050
10 H -0.047
11 H 0.045
12 O -0.035
13 H -0.023
14 H 0.021
15 O -0.020
16 H 0.093
17 H 0.109


No. 5
# FH10O5V

FH10O5V as an isolated structure (ωB97M-V with the def2-TZVPD basis set, OMol25).

Structure (ORCA input):
```
! RIJCOSX wB97M-V def2-TZVPD def2/J DEFGRID3
* xyz 1 4
V 0.68 2.72 -0.21
F 0.57 0.65 -0.15
O -0.35 -0.53 2.01
H -0.94 0.20 2.27
H 0.02 -0.17 1.23
O -1.36 -2.12 -0.41
H -0.57 -1.78 -0.80
H -1.52 -1.58 0.36
O 2.56 -0.80 0.81
H 1.74 -0.43 0.65
H 2.42 -1.21 1.67
O 0.51 -0.56 -2.46
H 0.55 -0.04 -1.66
H 1.25 -1.14 -2.22
O -1.63 2.51 -0.53
H -1.85 1.58 -0.83
H -2.10 2.71 0.28
*
```

Summary:
E_HOMO (spin up / spin down)   -0.498 / -0.498 Eh
Molar mass   160.0 g/mol
Frontier orbital gap (spin up / spin down)   0.2034 / 0.2194 Ha
LUMO level (spin up / spin down)   -0.295 / -0.279 Ha
Strongest force on any atom   3.6 eV Å⁻¹
Energy above the lowest of the compared OMol25 structures with the same formula, charge and spin   127.1 kcal per mole

Electronic structure analysis, Löwdin charges in units of e:
1 V 1.504
2 F -0.469
3 O -0.029
4 H 0.053
5 H -0.067
6 O -0.022
7 H -0.025
8 H -0.003
9 O -0.021
10 H -0.093
11 H 0.061
12 O -0.052
13 H -0.058
14 H 0.059
15 O -0.049
16 H 0.134
17 H 0.076


No. 6
# FH14O7

A 8-piece molecular cluster, FH14O7 overall (ωB97M-V with the def2-TZVPD basis set, OMol25).

Structure (ORCA input):
```
! RIJCOSX wB97M-V def2-TZVPD def2/J DEFGRID3
* xyz -1 1
F -0.16 -0.25 0.23
O 2.48 1.14 -1.15
H 2.91 1.20 -2.02
H 1.52 1.25 -1.33
O 0.70 1.64 1.75
H 1.66 1.54 1.86
H 0.41 0.87 1.16
O 1.34 -1.51 1.79
H 0.77 -2.27 1.88
H 0.86 -1.04 1.08
O -0.22 1.37 -1.73
H -0.28 0.76 -0.95
H -1.14 1.50 -1.97
O -2.67 -0.65 -0.62
H -2.44 -0.87 -1.53
H -1.75 -0.56 -0.25
O 0.29 -1.77 -1.79
H 0.21 -1.38 -0.92
H 0.69 -1.03 -2.20
O -2.16 0.03 2.31
H -1.37 0.00 2.91
H -1.66 0.05 1.49
*
```

Summary:
E_HOMO   -0.257 Eh
Molar mass   145.1 g/mol
Frontier orbital gap   0.3845 Ha
LUMO level   0.128 Ha
Strongest force on any atom   2.2 eV Å⁻¹
Energy above the lowest of the compared OMol25 structures with the same formula, charge and spin   7.9 kcal per mole

Electronic structure analysis, Löwdin charges in units of e:
1 F -0.432
2 O -0.079
3 H 0.026
4 H -0.013
5 O -0.114
6 H 0.025
7 H -0.013
8 O -0.090
9 H 0.020
10 H -0.038
11 O -0.086
12 H -0.016
13 H 0.048
14 O -0.092
15 H 0.022
16 H -0.011
17 O -0.057
18 H -0.025
19 H -0.013
20 O -0.086
21 H 0.058
22 H -0.035


Among the records above, which one has the lowest molar mass?
FH14O7


Copy entry 5 word for word.
# FH10O5V

FH10O5V as an isolated structure (ωB97M-V with the def2-TZVPD basis set, OMol25).

Structure (ORCA input):
```
! RIJCOSX wB97M-V def2-TZVPD def2/J DEFGRID3
* xyz 1 4
V 0.68 2.72 -0.21
F 0.57 0.65 -0.15
O -0.35 -0.53 2.01
H -0.94 0.20 2.27
H 0.02 -0.17 1.23
O -1.36 -2.12 -0.41
H -0.57 -1.78 -0.80
H -1.52 -1.58 0.36
O 2.56 -0.80 0.81
H 1.74 -0.43 0.65
H 2.42 -1.21 1.67
O 0.51 -0.56 -2.46
H 0.55 -0.04 -1.66
H 1.25 -1.14 -2.22
O -1.63 2.51 -0.53
H -1.85 1.58 -0.83
H -2.10 2.71 0.28
*
```

Summary:
E_HOMO (spin up / spin down)   -0.498 / -0.498 Eh
Molar mass   160.0 g/mol
Frontier orbital gap (spin up / spin down)   0.2034 / 0.2194 Ha
LUMO level (spin up / spin down)   -0.295 / -0.279 Ha
Strongest force on any atom   3.6 eV Å⁻¹
Energy above the lowest of the compared OMol25 structures with the same formula, charge and spin   127.1 kcal per mole

Electronic structure analysis, Löwdin charges in units of e:
1 V 1.504
2 F -0.469
3 O -0.029
4 H 0.053
5 H -0.067
6 O -0.022
7 H -0.025
8 H -0.003
9 O -0.021
10 H -0.093
11 H 0.061
12 O -0.052
13 H -0.058
14 H 0.059
15 O -0.049
16 H 0.134
17 H 0.076